(1)
ORCA calculation (ωB97M-V with the def2-TZVPD basis set) on 2 unconnected molecules or ions with the total composition C4H9NO at a distorted geometry.

Results
SMILES   C=NC.CC=O

```
! wB97M-V def2-TZVPD RIJCOSX def2/J DEFGRID3
* xyz 0 1
C 0.322 2.374 -0.994
N 0.968 1.379 -0.597
C 1.551 0.385 -1.440
H -0.002 3.066 -0.219
H 0.037 2.552 -2.040
H 2.555 0.139 -1.073
H 1.713 0.759 -2.458
H 1.095 -0.605 -1.399
C -1.398 -1.002 1.874
C -0.827 -2.040 0.960
O -1.137 -2.063 -0.203
H -2.444 -1.237 2.096
H -1.490 -0.104 1.257
H -0.843 -0.873 2.799
H -0.100 -2.730 1.438
*
```

---

(2)
ORCA calculation (ωB97M-V with the def2-TZVPD basis set) on a single C4H9NO molecule at a distorted geometry.

Results
SMILES   CC(=O)N(C)C

```
! wB97M-V def2-TZVPD RIJCOSX def2/J DEFGRID3
* xyz 0 1
C -1.173 0.054 -1.722
C -0.055 0.529 -0.834
O 0.627 1.411 -1.354
N 0.291 -0.003 0.364
C -0.514 -0.876 1.184
C 1.554 0.443 0.918
H -2.065 0.681 -1.649
H -1.475 -1.005 -1.674
H -0.597 0.459 -2.580
H -0.656 -0.427 2.176
H -1.497 -1.033 0.735
H -0.024 -1.849 1.322
H 2.100 -0.415 1.323
H 1.397 1.185 1.710
H 2.127 0.907 0.114
*
```

---

(3)
ORCA calculation (ωB97M-V with the def2-TZVPD basis set) on a single C4H9NO molecule at a distorted geometry.

Results
SMILES   CN[C@H](C)C=O

```
! wB97M-V def2-TZVPD RIJCOSX def2/J DEFGRID3
* xyz 0 1
C 0.198 -2.030 0.276
N 0.054 -0.640 0.751
C 0.403 0.572 0.097
C -0.572 1.785 0.457
C 0.285 0.371 -1.367
O -0.718 0.429 -2.000
H 1.257 -2.245 0.009
H -0.288 -2.116 -0.725
H -0.041 -2.750 1.077
H -0.931 -0.581 1.081
H 1.490 0.911 0.366
H -0.225 2.819 0.382
H -0.642 1.913 1.513
H -1.521 1.435 -0.001
H 1.250 0.127 -1.916
*
```

---

(4)
ORCA calculation (ωB97M-V with the def2-TZVPD basis set) on 2 unconnected molecules or ions with the total composition C4H9NO.

Results
SMILES   C=NC.CC=O

```
! wB97M-V def2-TZVPD RIJCOSX def2/J DEFGRID3
* xyz 0 1
C -1.661 1.188 0.040
N -0.962 0.138 0.034
C -1.589 -1.140 0.291
H -2.737 1.210 0.259
H -1.176 2.140 -0.191
H -1.609 -1.706 -0.646
H -2.611 -1.057 0.691
H -0.967 -1.710 0.988
C 2.178 0.336 0.372
C 1.519 -0.219 -0.864
O 1.471 -1.395 -1.140
H 2.519 -0.480 1.012
H 1.471 0.970 0.918
H 3.033 0.958 0.080
H 1.109 0.546 -1.554
*
```

---

(5)
ORCA calculation (ωB97M-V with the def2-TZVPD basis set) on a single C4H9NO molecule.

```
! wB97M-V def2-TZVPD RIJCOSX def2/J DEFGRID3
* xyz 0 1
C -2.553 -0.070 -0.391
O -1.162 0.089 -0.449
C -0.626 0.497 0.797
C 0.863 0.485 0.880
C 2.749 -0.401 -0.271
N 1.408 0.155 -0.263
H -3.051 0.890 -0.185
H -2.844 -0.786 0.394
H -2.887 -0.451 -1.359
H -0.923 -0.224 1.581
H -1.026 1.475 1.105
H 3.131 -0.238 0.736
H 2.660 -1.479 -0.448
H 3.416 0.034 -1.020
H 0.845 0.024 -1.107
*
```

---

(6)
ORCA calculation (ωB97M-V with the def2-TZVPD basis set) on a single C4H9NO molecule at a distorted geometry.

Results
SMILES   CC(C)=NCO

```
! wB97M-V def2-TZVPD RIJCOSX def2/J DEFGRID3
* xyz 0 1
C -1.286 -0.403 -1.499
C -0.421 0.013 -0.288
C -0.585 1.454 -0.107
N 0.249 -0.871 0.292
C 1.207 -0.570 1.475
O 2.062 -1.628 1.630
H -0.768 -1.243 -1.871
H -2.308 -0.757 -1.413
H -1.134 0.321 -2.269
H -1.720 1.634 -0.394
H -0.241 1.694 0.939
H -0.084 2.159 -0.911
H 1.835 0.323 1.252
H 0.593 -0.446 2.303
H 2.600 -1.680 0.860
*
```

---

(7)
ORCA calculation (ωB97M-V with the def2-TZVPD basis set) on a molecular structure, C4H9NO.

```
! wB97M-V def2-TZVPD RIJCOSX def2/J DEFGRID3
* xyz 0 1
C -1.341 1.088 -0.218
N -0.757 -0.018 -0.077
C -1.339 -1.235 0.411
C 1.037 0.110 -0.792
O 1.179 -0.782 -1.614
C 1.859 0.212 0.489
H -2.185 1.421 0.375
H 0.727 1.164 -1.038
H -0.997 1.734 -1.029
H -1.568 -1.803 -0.501
H -2.265 -1.051 0.962
H -0.637 -1.838 0.993
H 2.041 -0.746 0.981
H 1.465 0.945 1.204
H 2.813 0.595 0.110
*
```

---

(8)
ORCA calculation (ωB97M-V with the def2-TZVPD basis set) on a single C4H9NO molecule.

Results
SMILES   C[C@H]1N[C@H]1CO

```
! wB97M-V def2-TZVPD RIJCOSX def2/J DEFGRID3
* xyz 0 1
C -1.572 0.730 0.317
C -0.810 -0.079 -0.701
N 0.459 0.395 -1.260
C 0.455 -0.794 -0.409
C 1.297 -0.609 0.847
O 1.341 0.734 1.263
H -2.375 0.098 0.713
H -0.923 1.025 1.142
H -2.026 1.621 -0.127
H -1.447 -0.591 -1.423
H 0.551 0.188 -2.250
H 0.515 -1.786 -0.856
H 2.316 -0.973 0.630
H 0.904 -1.209 1.675
H 1.315 1.250 0.437
*
```

---

Number 1: E_LUMO 1.1 eV, HOMO level -9.301 eV. Number 2: E_LUMO 0.9 eV, HOMO level -9.234 eV. Number 3: E_LUMO 1.1 eV, HOMO level -8.721 eV. Number 4: E_LUMO 1.0 eV, HOMO level -9.361 eV. Number 5: E_LUMO 1.0 eV, HOMO level -8.195 eV. Number 6: E_LUMO 0.9 eV, HOMO level -9.265 eV. Number 7: E_LUMO 0.5 eV, HOMO level -8.419 eV. Number 8: E_LUMO 1.0 eV, HOMO level -9.671 eV.